1.
{
  "formula": "C40H84N4O16",
  "method": "wB97M-V/def2-TZVPD",
  "total_energy_ev": -81555.871,
  "gap_ev": 8.665,
  "smiles": "COCCNCCOC.COCCNCCOC.COCCNCCOC.COCCNCCOC.O=C1CCCO1.O=C1CCCO1.O=C1CCCO1.O=C1CCCO1",
  "charge": 0,
  "multiplicity": 1,
  "elements": ["C", "O", "C", "C", "N", "C", "C", "O", "C", "H", "H", "H", "H", "H", "H", "H", "H", "H", "H", "H", "H", "H", "H", "H", "C", "O", "C", "C", "N", "C", "C", "O", "C", "H", "H", "H", "H", "H", "H", "H", "H", "H", "H", "H", "H", "H", "H", "H", "C", "O", "C", "C", "N", "C", "C", "O", "C", "H", "H", "H", "H", "H", "H", "H", "H", "H", "H", "H", "H", "H", "H", "H", "C", "O", "C", "C", "N", "C", "C", "O", "C", "H", "H", "H", "H", "H", "H", "H", "H", "H", "H", "H", "H", "H", "H", "H", "O", "C", "C", "C", "C", "O", "H", "H", "H", "H", "H", "H", "O", "C", "C", "C", "C", "O", "H", "H", "H", "H", "H", "H", "O", "C", "C", "C", "C", "O", "H", "H", "H", "H", "H", "H", "O", "C", "C", "C", "C", "O", "H", "H", "H", "H", "H", "H"],
  "positions_angstrom": [[-7.97, 5.90, -2.47], [-6.88, 5.33, -1.83], [-5.83, 6.29, -1.47], [-4.56, 5.47, -1.05], [-4.77, 4.81, 0.20], [-4.10, 3.60, 0.37], [-4.50, 2.42, -0.43], [-5.82, 2.01, -0.10], [-6.69, 1.70, -1.22], [-8.76, 5.15, -2.46], [-7.71, 6.16, -3.52], [-8.26, 6.79, -1.98], [-6.20, 6.92, -0.61], [-5.56, 6.96, -2.29], [-3.60, 6.06, -1.07], [-4.34, 4.76, -1.87], [-5.68, 4.68, 0.53], [-3.99, 3.31, 1.39], [-3.00, 3.69, 0.14], [-3.82, 1.67, -0.22], [-4.44, 2.58, -1.52], [-6.43, 0.68, -1.62], [-6.59, 2.52, -1.99], [-7.67, 1.72, -0.79], [2.03, 3.38, -2.72], [1.41, 3.12, -1.49], [0.98, 4.31, -0.84], [0.34, 4.01, 0.50], [1.38, 3.63, 1.49], [0.87, 3.52, 2.77], [1.93, 3.38, 3.86], [2.56, 4.58, 4.21], [3.73, 4.90, 3.57], [1.86, 2.55, -3.33], [3.18, 3.43, -2.63], [1.68, 4.34, -3.17], [0.20, 4.73, -1.53], [1.82, 4.99, -0.87], [-0.43, 3.22, 0.43], [-0.13, 4.95, 0.76], [1.73, 2.71, 1.16], [0.31, 2.60, 2.79], [0.15, 4.33, 3.02], [2.73, 2.62, 3.61], [1.44, 3.12, 4.77], [3.60, 5.35, 2.59], [4.42, 4.04, 3.46], [4.29, 5.56, 4.22], [0.63, -6.04, 1.31], [0.78, -4.72, 1.76], [-0.27, -3.77, 1.42], [0.33, -2.42, 1.79], [0.35, -2.31, 3.28], [0.49, -0.96, 3.85], [1.85, -0.38, 3.86], [2.85, -1.25, 4.34], [3.81, -0.75, 5.18], [1.59, -6.51, 1.57], [0.45, -6.10, 0.26], [-0.18, -6.56, 1.81], [-1.19, -3.93, 1.96], [-0.40, -3.87, 0.33], [-0.32, -1.60, 1.52], [1.26, -2.20, 1.27], [1.19, -2.80, 3.62], [0.04, -0.91, 4.83], [-0.17, -0.37, 3.19], [1.89, 0.59, 4.45], [2.10, -0.05, 2.85], [4.25, 0.15, 4.78], [4.58, -1.56, 5.15], [3.41, -0.54, 6.21], [3.16, -5.03, -5.65], [1.97, -5.58, -5.11], [1.77, -5.10, -3.81], [0.45, -5.71, -3.21], [-0.67, -4.81, -3.20], [-1.07, -4.30, -4.44], [-2.43, -3.65, -4.37], [-2.30, -2.68, -3.40], [-3.34, -1.77, -3.48], [4.05, -5.14, -5.07], [2.94, -3.98, -5.85], [3.29, -5.44, -6.68], [1.80, -3.98, -3.79], [2.68, -5.39, -3.25], [0.65, -5.99, -2.19], [0.17, -6.54, -3.89], [-0.53, -4.10, -2.48], [-1.04, -5.20, -5.06], [-0.37, -3.58, -4.86], [-3.18, -4.37, -4.14], [-2.62, -3.22, -5.35], [-4.38, -2.11, -3.16], [-3.30, -1.29, -4.46], [-3.13, -0.92, -2.76], [5.83, 3.44, -1.38], [5.67, 2.70, -0.46], [4.77, 1.47, -0.21], [4.73, 1.39, 1.29], [6.01, 2.07, 1.78], [6.34, 2.97, 0.75], [3.83, 1.49, -0.85], [5.40, 0.68, -0.68], [3.88, 1.95, 1.65], [4.70, 0.34, 1.62], [5.91, 2.65, 2.68], [6.74, 1.29, 1.84], [-4.54, -1.67, -0.46], [-4.32, -1.20, 0.61], [-5.28, -0.65, 1.72], [-4.25, -0.28, 2.86], [-2.99, -0.04, 2.09], [-3.01, -0.94, 0.92], [-5.69, 0.25, 1.24], [-6.04, -1.39, 1.91], [-4.56, 0.56, 3.47], [-4.05, -1.17, 3.44], [-3.03, 1.04, 1.75], [-2.07, -0.28, 2.57], [2.67, -4.34, -0.94], [3.27, -4.26, 0.15], [4.01, -3.10, 0.75], [4.69, -3.59, 2.07], [4.15, -4.98, 2.23], [3.57, -5.34, 0.93], [4.72, -2.75, 0.04], [3.33, -2.35, 1.02], [5.80, -3.65, 1.95], [4.57, -2.91, 2.92], [4.90, -5.77, 2.53], [3.36, -5.02, 3.01], [1.13, 0.61, 0.85], [1.02, 0.14, -0.23], [-0.08, 0.37, -1.22], [0.08, -0.78, -2.22], [1.60, -1.00, -2.21], [1.98, -0.63, -0.82], [-1.00, 0.21, -0.73], [0.04, 1.36, -1.55], [-0.45, -1.65, -1.94], [-0.24, -0.60, -3.24], [1.84, -2.06, -2.34], [2.23, -0.37, -2.83]],
  "mulliken_charge": [-0.835, -0.164, -0.858, -0.227, -0.166, -1.534, 0.747, -0.458, -0.639, 0.207, 0.299, 0.355, 0.342, 0.447, 0.322, 0.227, 0.336, 0.520, 0.204, -0.469, 0.589, 0.178, 0.276, 0.291, -0.954, 0.038, -1.095, -0.006, 0.196, -0.123, -0.197, -0.513, -0.264, 0.369, 0.161, 0.360, 0.493, 0.442, -0.184, 0.565, -0.510, -0.156, 0.499, -0.124, 0.471, 0.225, -0.155, 0.373, -0.602, -0.305, -0.416, 2.396, -0.407, -0.012, 0.487, -0.273, -0.829, 0.211, 0.051, 0.356, 0.463, -0.162, -0.413, -1.303, 0.332, 0.406, -0.674, 0.327, -0.402, 0.301, 0.259, 0.300, -0.854, -0.455, 0.303, -0.611, -0.085, -0.280, -0.917, -0.054, -0.640, 0.333, 0.314, 0.290, -0.067, 0.418, -0.366, 0.600, 0.056, 0.494, 0.120, 0.383, 0.426, 0.239, 0.496, -0.130, -0.576, 0.307, 0.197, 1.329, -0.754, -0.387, -0.251, 0.321, -0.889, 0.014, 0.352, 0.305, -0.559, 0.096, -0.163, -0.829, 0.880, -0.207, -0.023, 0.443, 0.427, 0.317, -0.404, -0.031, -0.465, 0.199, 0.956, -0.193, -0.309, -0.423, 0.561, -0.971, 0.288, -0.162, 0.345, 0.171, 0.007, 0.318, 0.311, -0.231, -0.379, -0.393, -0.470, 0.163, 0.117, 0.468, -0.104, 0.274]
}

2.
{
  "formula": "C4H8N2O",
  "method": "wB97M-V/def2-TZVPD",
  "total_energy_ev": -9302.750,
  "e_above_lowest_kj_mol": 351.5,
  "gap_ev": 9.631,
  "smiles": "NN=C=CCCO",
  "charge": 0,
  "multiplicity": 1,
  "elements": ["N", "N", "C", "C", "C", "C", "O", "H", "H", "H", "H", "H", "H", "H", "H"],
  "positions_angstrom": [[1.13, 1.45, 2.83], [0.25, 0.33, 2.57], [-0.23, 0.37, 1.43], [-0.59, 0.34, 0.17], [0.38, -0.24, -0.83], [-0.30, -1.17, -1.82], [-1.27, -0.39, -2.51], [1.74, 1.12, 3.58], [0.53, 2.17, 3.25], [-1.51, 0.80, -0.17], [1.18, -0.78, -0.31], [0.85, 0.58, -1.39], [-0.78, -2.00, -1.28], [0.45, -1.59, -2.51], [-1.83, -0.99, -3.01]],
  "mulliken_charge": [-0.472, -0.336, 0.442, -0.574, -0.485, -0.411, -0.513, 0.251, 0.243, 0.345, 0.322, 0.268, 0.327, 0.292, 0.300]
}

3.
{
  "formula": "C5H13NO3",
  "method": "wB97M-V/def2-TZVPD",
  "total_energy_ev": -13028.108,
  "e_above_lowest_kj_mol": 108.3,
  "gap_ev": 9.706,
  "smiles": "[NH3+]C(=O)[O-].CC[C@@H](C)O",
  "charge": 0,
  "multiplicity": 1,
  "elements": ["N", "C", "O", "O", "H", "H", "H", "C", "C", "C", "C", "O", "H", "H", "H", "H", "H", "H", "H", "H", "H", "H"],
  "positions_angstrom": [[0.22, -3.21, -1.38], [-0.74, -2.65, -2.45], [-0.14, -2.08, -3.37], [-1.90, -2.61, -2.06], [1.03, -3.64, -1.82], [-0.25, -3.88, -0.77], [0.56, -2.39, -0.79], [0.44, 3.39, -3.64], [1.84, 2.81, -3.52], [1.92, 1.30, -3.69], [3.35, 0.79, -3.66], [1.21, 0.61, -2.61], [0.45, 4.48, -3.55], [0.00, 3.14, -4.62], [-0.24, 3.01, -2.86], [2.49, 3.27, -4.28], [2.28, 3.08, -2.54], [1.48, 1.05, -4.68], [3.38, -0.30, -3.82], [3.93, 1.25, -4.47], [3.83, 1.03, -2.71], [0.30, 0.93, -2.56]],
  "mulliken_charge": [-0.382, 0.539, -0.567, -0.614, 0.346, 0.341, 0.342, -1.198, -0.408, 0.458, -1.451, -0.498, 0.352, 0.303, 0.324, 0.292, 0.283, 0.195, 0.332, 0.370, 0.349, 0.293]
}

4.
{
  "formula": "C13H22Cl2N3O3PS3",
  "method": "wB97M-V/def2-TZVPD",
  "total_energy_ev": -91288.374,
  "e_above_lowest_kj_mol": 0.0,
  "gap_ev": 8.073,
  "smiles": "N=[PH2][C@H]1COS(=O)(=O)[C@@H](CCCSC(=S)n2ccnc2)C1.ClCCCl",
  "charge": 0,
  "multiplicity": 1,
  "elements": ["N", "P", "C", "C", "O", "S", "O", "O", "C", "C", "C", "C", "S", "C", "S", "N", "C", "C", "N", "C", "C", "H", "H", "H", "H", "H", "H", "H", "H", "H", "H", "H", "H", "H", "H", "H", "H", "H", "H", "Cl", "C", "C", "Cl", "H", "H", "H", "H"],
  "positions_angstrom": [[4.41, -4.54, 0.89], [3.60, -3.67, -0.13], [3.79, -1.86, 0.12], [4.83, -1.26, -0.80], [4.32, -1.10, -2.13], [3.23, 0.06, -2.29], [3.91, 1.28, -2.57], [2.27, -0.43, -3.23], [2.45, 0.21, -0.68], [1.01, 0.75, -0.84], [0.83, 2.04, -0.04], [-0.60, 2.32, 0.49], [-1.93, 1.41, -0.28], [-1.94, -0.09, 0.58], [-1.12, -0.38, 1.96], [-2.73, -1.06, -0.03], [-3.02, -1.18, -1.38], [-3.80, -2.30, -1.47], [-4.00, -2.86, -0.24], [-3.35, -2.11, 0.60], [2.42, -1.17, -0.01], [3.85, -5.15, 1.45], [3.99, -3.89, -1.47], [2.21, -3.92, -0.08], [4.13, -1.80, 1.15], [5.68, -1.93, -0.86], [5.18, -0.30, -0.42], [3.07, 0.88, -0.09], [0.85, 0.97, -1.89], [0.36, -0.04, -0.50], [1.49, 2.05, 0.82], [1.12, 2.87, -0.68], [-0.86, 3.36, 0.31], [-0.62, 2.20, 1.56], [-2.67, -0.50, -2.13], [-4.19, -2.71, -2.39], [-3.31, -2.29, 1.66], [1.92, -1.11, 0.95], [1.77, -1.78, -0.64], [-4.22, 4.85, 0.23], [-5.17, 3.66, 1.16], [-4.72, 3.57, 2.60], [-3.09, 2.87, 2.72], [-5.07, 2.70, 0.66], [-6.21, 3.97, 1.12], [-5.39, 2.92, 3.16], [-4.70, 4.55, 3.07]],
  "mulliken_charge": [-0.757, 0.226, 0.619, -0.935, -0.350, 1.340, -0.682, -0.632, -0.164, -0.408, -0.454, -0.944, -0.122, 0.376, -0.224, 0.199, -0.331, -0.521, -0.619, -0.093, -1.606, 0.234, 0.086, 0.081, 0.394, 0.535, 0.354, 0.476, 0.494, -0.109, 0.316, 0.226, 0.483, 0.419, 0.490, 0.394, 0.385, 0.257, 0.540, -0.179, -0.442, -0.517, -0.101, 0.250, 0.357, 0.303, 0.355]
}